Formula: C3H8NO2
Source: OMol25
Level of theory: wB97M-V/def2-TZVPD

Output
ΔE to the lowest compared entry with this formula, charge and spin, eV: 2.776
LUMO energy, eV: 3.7
Net charge: -1
Gap between HOMO and LUMO, eV: 6.33
HOMO energy, Ha: -0.095

Each line ends with the natural charge from an NBO analysis.
Cartesian coordinates (Å):
C1 0.44 -0.19 -0.64  -0.250
C2 0.24 1.31 -0.48  -0.085
O1 1.47 2.00 -0.81  -0.752
N1 -0.80 -0.90 -0.37  -0.703
C3 -0.70 -1.60 1.02  0.145
O2 -0.32 -0.83 2.00  -0.939
H1 1.17 -0.48 0.11  0.204
H2 0.81 -0.48 -1.63  0.156
H3 -0.50 1.64 -1.20  0.136
H4 -0.02 1.45 0.56  0.198
H5 1.52 2.80 -0.26  0.456
H6 -1.54 -0.23 -0.18  0.320
H7 -1.72 -2.04 1.09  0.060
H8 -0.03 -2.46 0.78  0.053

Formula: C17H45CuN4O7
Source: OMol25
Level of theory: wB97M-V/def2-TZVPD

Output
LUMO energy (spin up / spin down), eV: -2.7 / -5.1
Net charge: +1
Gap between HOMO and LUMO (spin up / spin down), eV: 8.59 / 6.25
2S+1: 2
HOMO energy (spin up / spin down), Ha: -0.416 / -0.416

Each line ends with the Löwdin spin population.
Cartesian coordinates (Å):
Cu1 1.09 -1.86 -0.52  0.778
O1 -2.71 -2.10 0.74  0.003
C1 -1.37 -1.96 0.49  0.003
O2 -0.89 -2.52 -0.55  0.062
O3 -0.68 -1.33 1.33  -0.001
H1 -2.71 -1.51 1.51  0.000
C2 -3.80 -0.10 -3.74  0.000
C3 -3.59 0.94 -2.60  0.000
C4 -4.31 2.22 -2.97  0.000
O4 -3.65 2.79 -4.08  0.000
C5 -4.38 3.84 -4.67  0.000
N1 -4.17 0.48 -1.32  0.000
H2 -4.16 0.36 -4.66  0.000
H3 -4.52 -0.86 -3.42  0.000
H4 -2.87 -0.65 -3.89  0.000
H5 -2.52 1.01 -2.41  0.000
H6 -4.31 2.91 -2.11  0.000
H7 -5.34 1.95 -3.21  0.000
H8 -5.16 3.50 -5.36  0.000
H9 -3.69 4.45 -5.26  0.000
H10 -4.85 4.50 -3.93  0.000
H11 -3.87 -0.48 -1.13  0.000
H12 -5.17 0.29 -1.47  0.000
C6 1.52 2.43 -1.45  0.002
C7 0.89 1.05 -1.37  0.001
C8 0.88 0.32 -2.70  0.000
O5 0.32 -0.95 -2.40  0.007
C9 -0.18 -1.72 -3.48  0.000
N2 1.49 0.22 -0.29  0.046
H13 2.49 2.46 -1.94  0.000
H14 1.68 2.91 -0.47  0.000
H15 0.83 3.14 -1.90  0.000
H16 -0.18 1.22 -1.22  0.000
H17 1.86 0.22 -3.19  0.000
H18 0.24 0.86 -3.41  0.000
H19 -1.23 -1.54 -3.71  0.000
H20 -0.07 -2.78 -3.26  0.000
H21 0.35 -1.49 -4.41  0.000
H22 2.49 0.16 -0.51  0.005
H23 1.46 0.83 0.55  0.002
C10 1.60 1.27 4.73  0.000
C11 1.25 1.98 3.43  0.000
C12 2.45 2.71 2.81  0.000
O6 3.24 3.46 3.68  0.000
C13 2.55 4.41 4.44  0.000
N3 0.65 1.03 2.45  0.000
H24 0.73 1.19 5.37  0.000
H25 2.35 1.80 5.31  0.000
H26 2.01 0.27 4.54  0.000
H27 0.48 2.70 3.72  0.000
H28 2.04 3.32 1.98  0.000
H29 3.09 1.91 2.43  0.000
H30 3.24 4.98 5.05  0.000
H31 1.80 3.97 5.12  0.000
H32 1.95 5.07 3.80  0.000
H33 -0.27 1.42 2.25  0.000
H34 0.36 0.16 2.89  0.000
C14 1.69 -5.92 1.14  0.003
C15 1.27 -4.47 1.04  0.004
C16 1.97 -3.58 2.06  0.001
O7 2.05 -2.26 1.59  0.024
C17 2.89 -1.48 2.42  0.001
N4 1.42 -3.91 -0.33  0.054
H35 1.67 -6.26 2.18  0.001
H36 2.70 -6.04 0.75  0.000
H37 0.97 -6.55 0.62  0.000
H38 0.20 -4.37 1.28  0.000
H39 2.96 -3.99 2.33  0.000
H40 1.44 -3.54 3.02  0.000
H41 2.45 -1.39 3.42  0.001
H42 2.97 -0.47 2.03  0.000
H43 3.88 -1.94 2.52  0.000
H44 0.60 -4.27 -0.83  0.000
H45 2.18 -4.40 -0.82  0.004

Calculated total energy (computed, eV): -8825.0163 -83284.2766